1.
A single C13H20BNO4S molecule at a distorted geometry. Source: the OMol25 dataset; level of theory: ωB97M-V/def2-TZVPD.

```
! RIJCOSX wB97M-V def2-TZVPD def2/J DEFGRID3
* xyz 0 1
C -0.359 3.878 3.835
O 0.919 3.308 3.598
C 0.941 2.144 2.772
C 2.129 1.448 2.710
C 2.251 0.269 2.013
C 1.196 -0.220 1.255
C 1.382 -1.387 0.337
C 0.101 -2.159 -0.088
N -0.715 -1.490 -1.048
C -0.169 -1.250 -2.268
O 0.954 -1.651 -2.541
C -0.952 -0.453 -3.268
C -0.705 -0.941 -4.719
C -0.702 1.041 -2.978
S 0.933 1.641 -3.281
B -0.890 -2.550 1.109
O -0.481 -3.552 1.937
O -2.157 -1.969 1.232
C 0.027 0.561 1.197
C -0.101 1.707 1.985
H -0.278 4.472 4.750
H -1.079 3.072 4.014
H -0.678 4.525 2.998
H 2.991 1.816 3.238
H 3.199 -0.228 2.024
H 1.937 -1.033 -0.560
H 2.099 -2.104 0.786
H 0.355 -3.128 -0.518
H -1.717 -1.391 -0.788
H -2.015 -0.663 -3.036
H 0.361 -0.812 -4.962
H -1.366 -0.425 -5.401
H -0.862 -2.021 -4.797
H -1.330 1.690 -3.595
H -1.005 1.269 -1.943
H 1.460 0.497 -2.835
H -1.162 -3.861 2.550
H -2.721 -2.522 1.838
H -0.781 0.213 0.548
H -1.009 2.260 1.901
*
```

Output
HOMO (eV): -8.29
ΔE to the lowest compared entry with this formula, charge and spin (kcal/mol): 0.0
LUMO (Ha): -0.0031
Kohn-Sham gap (eV): 8.207
Energy (a.u.): -1286.2223
SMILES string: COc1ccc(C[C@H](NC(=O)[C@H](C)CS)B(O)O)cc1



2.
A gas-phase ion, C13H20ClN2O2 (charge +1). Source: the OMol25 dataset; level of theory: ωB97M-V/def2-TZVPD.

```
! RIJCOSX wB97M-V def2-TZVPD def2/J DEFGRID3
* xyz 1 1
C -2.948 -2.014 0.726
C -3.618 -0.708 0.313
N -2.701 0.166 -0.406
C -2.497 -0.169 -1.802
C -3.669 0.139 -2.740
C -2.870 1.573 -0.132
C -2.015 1.976 1.083
O -0.641 1.785 0.748
C -0.079 0.641 1.116
O -0.528 -0.162 1.887
C 1.278 0.496 0.479
C 2.060 1.623 0.251
C 3.335 1.516 -0.278
C 3.817 0.254 -0.586
N 5.188 0.113 -1.141
C 3.061 -0.884 -0.389
C 1.780 -0.770 0.149
Cl 0.853 -2.184 0.363
H -3.642 -2.611 1.310
H -2.644 -2.596 -0.141
H -2.074 -1.799 1.334
H -3.939 -0.187 1.217
H -4.517 -0.923 -0.282
H -1.610 0.376 -2.143
H -2.268 -1.236 -1.852
H -3.913 1.198 -2.725
H -3.405 -0.141 -3.756
H -4.554 -0.423 -2.453
H -2.520 2.154 -0.989
H -3.912 1.852 0.074
H -2.137 3.035 1.310
H -2.262 1.364 1.954
H 1.659 2.592 0.500
H 3.932 2.399 -0.442
H 5.351 -0.869 -1.404
H 5.893 0.390 -0.442
H 5.308 0.709 -1.971
H 3.434 -1.865 -0.639
*
```

Output
HOMO (eV): -10.35
ΔE to the lowest compared entry with this formula, charge and spin (kcal/mol): 0.0
LUMO (Ha): -0.1373
Kohn-Sham gap (eV): 6.614
Energy (a.u.): -1227.2955
SMILES string: CCN(CC)CCOC(=O)c1ccc([NH3+])cc1Cl



3.
A single C13H20N4O3S molecule at a distorted geometry. Source: the OMol25 dataset; level of theory: ωB97M-V/def2-TZVPD.

```
! RIJCOSX wB97M-V def2-TZVPD def2/J DEFGRID3
* xyz 0 1
C -4.866 -2.238 0.783
C -4.307 -1.868 -0.590
C -3.638 -0.545 -0.558
N -4.030 0.484 -1.217
N -3.293 1.572 -1.029
C -2.315 1.380 -0.211
N -1.417 2.358 0.124
C -0.383 2.135 0.982
O -0.268 1.094 1.592
C 0.615 3.270 1.089
C 1.380 3.413 -0.238
C 1.644 2.027 -0.825
O 0.886 1.520 -1.626
N 2.759 1.423 -0.370
C 3.158 0.105 -0.799
C 3.196 -0.920 0.353
C 1.806 -1.297 0.863
C 1.390 -2.377 -0.134
C 2.732 -3.012 -0.528
O 3.766 -2.130 -0.105
S -2.216 -0.235 0.437
H -5.595 -1.498 1.105
H -5.352 -3.209 0.740
H -4.066 -2.281 1.519
H -3.585 -2.626 -0.906
H -5.109 -1.820 -1.327
H -1.481 3.210 -0.415
H 0.105 4.202 1.338
H 1.302 3.019 1.898
H 0.778 3.961 -0.965
H 2.312 3.956 -0.078
H 3.325 1.873 0.332
H 4.155 0.147 -1.251
H 2.439 -0.210 -1.558
H 3.850 -0.538 1.147
H 1.887 -1.716 1.866
H 1.119 -0.456 0.892
H 0.904 -1.928 -1.000
H 0.709 -3.104 0.303
H 2.895 -3.970 -0.023
H 2.810 -3.172 -1.609
*
```

Output
HOMO (eV): -8.94
ΔE to the lowest compared entry with this formula, charge and spin (kcal/mol): 23.4
LUMO (Ha): 0.0168
Kohn-Sham gap (eV): 9.402
Energy (a.u.): -1350.3246
SMILES string: CCc1nnc(NC(=O)CCC(=O)NC[C@H]2CCCO2)s1